(1)
Here is one molecule with the formula C2H4O2S in a non-equilibrium geometry from the OMol25 dataset. Energies are from the ωB97M-V functional and the def2-TZVPD basis.

Its energy above the lowest of the compared OMol25 structures with the same formula, charge and spin is 349.6 kJ/mol. For the largest force on an atom, the calculation gives 4.72 eV/Å.

The geometry in ORCA input format:
```
! wB97M-V def2-TZVPD RIJCOSX def2/J DEFGRID3
* xyz 0 1
C 0.1980 -0.1897 -0.1608
C -1.0219 0.6197 -0.0022
O 3.1559 -0.2713 0.1041
O 0.2169 -1.4967 -0.1468
S 2.1213 0.7677 0.0622
H -0.7980 1.6716 -0.1521
H -1.4326 0.4948 1.0053
H -1.7883 0.3057 -0.7174
H -0.6514 -1.9019 0.0077
*
```

=====

(2)
Here is C3H5O2V as an isolated structure in a non-equilibrium geometry from the OMol25 dataset. Energies are from the ωB97M-V functional and the def2-TZVPD basis.

Its energy above the lowest of the compared OMol25 structures with the same formula, charge and spin is 0.3 kJ/mol. For the largest force on an atom, the calculation gives 2.14 eV/Å.

The geometry in ORCA input format:
```
! wB97M-V def2-TZVPD RIJCOSX def2/J DEFGRID3
* xyz 1 4
C -2.0592 0.9846 0.0031
C -2.9099 -0.0756 -0.0029
O -3.5857 -0.9879 -0.0247
H -2.3307 1.7103 -0.7785
H -1.9600 1.4091 1.0188
V -0.0513 0.4260 -0.4893
O 1.6422 0.2142 -0.3200
C 2.5958 -0.7152 0.0632
H 3.0834 -1.1886 -0.8112
H 3.3993 -0.2441 0.6610
H 2.1762 -1.5329 0.6805
*
```

=====

Results for electronic energy: -627.15099 -1211.44313 (in a.u., following the order of the records).